--- a ---
Formula: C7H15NO
Source: OMol25
Level of theory: wB97M-V/def2-TZVPD

Last column: Mulliken charge in e.
Atoms and positions in Å:
1 C 0.735 1.797 -1.055  -1.5195
2 C -0.493 0.910 -0.871  0.7269
3 C -1.305 0.823 -2.162  -1.6059
4 C -0.063 -0.492 -0.458  -0.5264
5 O -1.142 -1.433 -0.327  -0.4664
6 C -0.639 -1.943 0.904  -0.8938
7 C 0.409 -0.803 0.986  1.6770
8 C 0.072 0.220 2.060  -1.8793
9 N 1.808 -1.140 1.076  -0.6697
10 H 1.337 1.436 -1.886  0.3376
11 H 1.355 1.794 -0.163  0.3791
12 H 0.432 2.819 -1.269  0.3943
13 H -1.134 1.331 -0.091  0.1928
14 H -1.686 1.804 -2.438  0.4337
15 H -0.685 0.449 -2.974  0.3474
16 H -2.140 0.142 -2.025  0.3653
17 H 0.667 -0.867 -1.191  0.3518
18 H -0.207 -2.944 0.777  0.2894
19 H -1.403 -1.971 1.684  0.2671
20 H 0.228 -0.228 3.041  0.5225
21 H -0.965 0.531 1.985  0.4020
22 H 0.718 1.088 1.970  0.3217
23 H 2.054 -1.869 0.416  0.2771
24 H 2.046 -1.456 2.009  0.2754

Computed properties:
**SMILES string**: CC(C)[C@@H]1OC[C@@]1(C)N
**Net charge**: 0


--- b ---
Formula: C7H15NO
Source: OMol25
Level of theory: wB97M-V/def2-TZVPD

Last column: Mulliken charge in e.
Atoms and positions in Å:
1 C 2.586 -0.953 -0.464  -1.3671
2 C 1.172 -1.250 0.100  -0.9176
3 C 0.151 -0.265 -0.401  1.3308
4 C -1.317 -0.819 -0.127  0.1971
5 C -1.705 -0.670 1.403  -1.4472
6 C -2.254 -0.201 -0.940  -1.5299
7 C 0.373 1.026 -0.030  -0.4274
8 H 3.338 -1.346 -0.072  0.6570
9 H 2.488 -0.784 -1.584  0.2702
10 H 2.843 -0.007 -0.029  0.2979
11 H 1.331 -1.735 1.097  0.2951
12 H 0.945 -2.389 -0.337  0.3175
13 H 0.309 -0.536 -1.617  0.2805
14 H -1.537 -1.741 -0.419  0.4453
15 H -0.828 -0.775 2.167  0.2232
16 H -1.730 0.511 1.715  0.2530
17 H -2.513 -1.127 1.638  0.6297
18 H -3.084 0.124 -0.594  0.5786
19 H -2.045 1.082 -1.129  0.1457
20 H -2.367 -0.773 -2.330  0.1908
21 H 0.773 2.598 1.498  0.3488
22 H 1.544 0.640 1.833  0.3363
23 N 0.813 1.333 1.141  -0.4297
24 O 0.101 1.964 -0.883  -0.6787

Computed properties:
**Net charge**: 0


Need the numbers? Relative energies in kcal/mol: a 0.0; b 187.2.


--- a ---
Formula: C6H11N2O2S
Source: OMol25
Level of theory: wB97M-V/def2-TZVPD

Last column: Mulliken charge in e.
Atoms and positions in Å:
1 C -0.058 1.315 2.332  -0.1328
2 C 0.118 -0.960 -0.160  0.6692
3 C -0.597 2.607 1.655  -0.2284
4 C 1.137 -0.198 0.853  0.1749
5 C 0.248 -1.314 -3.181  -0.9307
6 C 0.211 -2.368 -2.100  -0.2227
7 N 0.627 0.422 1.802  0.0449
8 N -2.017 2.511 1.851  -0.4901
9 O -1.044 -0.747 -0.029  -0.5023
10 O 0.736 -1.780 -0.919  -0.3409
11 S 2.629 -0.995 0.705  -0.1077
12 H -0.669 1.071 3.281  0.3381
13 H -0.097 3.558 1.961  0.2573
14 H -0.368 2.643 0.502  0.2746
15 H -0.415 -1.599 -4.026  0.3190
16 H 0.019 -0.400 -2.677  0.2813
17 H 1.239 -1.077 -3.540  0.3366
18 H 0.885 -3.265 -2.350  0.2534
19 H -0.770 -2.893 -1.737  0.3201
20 H -2.569 2.121 1.084  0.2634
21 H -2.284 2.199 2.714  0.2231
22 H 3.040 -0.854 1.979  0.1998

Computed properties:
**Net charge**: +1


--- b ---
Formula: C6H11N2O2S
Source: OMol25
Level of theory: wB97M-V/def2-TZVPD

Last column: Mulliken charge in e.
Atoms and positions in Å:
1 C 2.150 0.278 -0.693  -0.2801
2 C 1.830 -0.968 -0.249  0.3323
3 C -0.009 0.186 -0.324  0.2929
4 C 2.526 -2.172 -0.022  -1.2683
5 C 0.812 2.499 -0.872  -0.8236
6 C -3.725 0.497 1.235  -0.8300
7 N 0.976 1.021 -0.657  0.1522
8 N 0.416 -1.001 -0.003  0.0226
9 O -2.351 -1.655 0.400  -0.4983
10 O -1.342 0.682 0.058  -0.3841
11 S -2.795 -0.413 -0.073  0.6187
12 H 3.127 0.776 -1.067  0.3567
13 H 3.486 -2.114 0.512  0.3530
14 H 1.966 -2.795 0.717  0.3389
15 H 2.688 -2.924 -0.832  0.2798
16 H 1.733 2.866 -1.152  0.3548
17 H 0.017 2.528 -1.546  0.3198
18 H 0.530 2.885 0.189  0.2954
19 H -3.088 1.074 1.894  0.2947
20 H -4.307 -0.211 1.859  0.3699
21 H -4.581 0.864 0.604  0.3317
22 H -0.057 -1.901 0.023  0.3710

Computed properties:
**Net charge**: +1


Need the numbers? Relative energies in kcal/mol: a 21.6; b 0.0.


--- a ---
Formula: C20H25N5
Source: OMol25
Level of theory: wB97M-V/def2-TZVPD

Last column: Mulliken charge in e.
Atoms and positions in Å:
1 C -2.455 -4.127 -3.161  -0.3955
2 C -1.763 -3.634 -4.277  -0.3401
3 C -0.484 -3.326 -3.893  -0.5865
4 N -0.374 -3.708 -2.580  0.0293
5 C -1.555 -4.231 -2.113  -0.5091
6 H -3.448 -4.540 -3.243  0.3865
7 H -2.313 -3.451 -5.187  0.3840
8 H 0.360 -2.825 -4.336  0.3813
9 H 0.448 -3.610 -2.014  0.2253
10 H -1.623 -4.515 -1.077  0.4310
11 C -0.171 4.028 -1.757  -0.2099
12 C 1.057 3.638 -2.378  -0.4555
13 C 2.106 4.121 -1.638  -0.4302
14 N 1.554 4.678 -0.515  0.0980
15 C 0.194 4.691 -0.611  -0.8720
16 H -1.111 3.811 -2.233  0.4242
17 H 1.234 3.204 -3.353  0.4498
18 H 3.166 4.014 -1.783  0.3963
19 H 2.011 4.958 0.337  0.2355
20 H -0.456 5.203 0.079  0.3643
21 C 2.746 3.036 2.770  -0.1047
22 C 3.819 3.808 3.291  -0.7248
23 C 4.797 3.853 2.322  -0.4244
24 N 4.383 3.063 1.279  0.0460
25 C 3.146 2.528 1.571  -0.7894
26 H 1.827 2.817 3.288  0.4784
27 H 3.856 4.333 4.231  0.3955
28 H 5.710 4.414 2.209  0.4022
29 H 4.986 2.832 0.514  0.2266
30 H 2.702 1.923 0.799  0.5141
31 C -1.786 -3.598 2.463  -0.3050
32 C -3.085 -3.036 2.342  -0.3137
33 C -3.938 -4.047 1.974  -0.8328
34 N -3.200 -5.181 1.849  0.0684
35 C -1.902 -4.934 2.139  -0.6035
36 H -0.853 -3.081 2.608  0.4243
37 H -3.252 -1.977 2.443  0.5704
38 H -5.004 -4.021 1.820  0.3985
39 H -3.619 -6.052 1.582  0.1911
40 H -1.211 -5.762 2.092  0.4097
41 C -1.181 0.748 1.252  -1.0058
42 C -1.487 -0.353 0.423  -0.3191
43 C -0.601 -0.343 -0.613  -0.8623
44 N 0.211 0.762 -0.475  0.2570
45 C -0.147 1.444 0.662  -0.2301
46 H -1.706 0.940 2.174  0.4245
47 H -2.265 -1.087 0.536  0.5324
48 H -0.525 -0.892 -1.539  0.5172
49 H 0.918 1.070 -1.114  0.2704
50 H 0.279 2.415 0.842  0.3821

Computed properties:
**SMILES string**: c1cc[nH]c1.c1cc[nH]c1.c1cc[nH]c1.c1cc[nH]c1.c1cc[nH]c1
**Net charge**: 0


--- b ---
Formula: C20H25N5
Source: OMol25
Level of theory: wB97M-V/def2-TZVPD

Last column: Mulliken charge in e.
Atoms and positions in Å:
1 N -1.304 2.533 2.573  -0.0513
2 C -0.050 2.879 2.330  -0.6640
3 C 0.888 1.902 2.810  -0.5098
4 C 0.029 0.880 3.237  -0.1731
5 C -1.250 1.269 3.016  -0.6337
6 H -2.054 3.189 2.406  0.2777
7 H 0.133 3.789 1.778  0.5806
8 H 1.964 1.947 2.742  0.4443
9 H 0.415 -0.102 3.470  0.6079
10 H -2.132 0.691 3.245  0.5103
11 N -2.624 -2.629 -1.730  -0.0553
12 C -3.778 -1.958 -1.944  -0.7199
13 C -3.464 -0.605 -2.004  -1.5038
14 C -2.124 -0.439 -1.681  0.2707
15 C -1.606 -1.707 -1.604  -1.1103
16 H -2.445 -3.607 -1.554  0.2163
17 H -4.636 -2.566 -2.193  0.3888
18 H -4.193 0.175 -2.167  0.5485
19 H -1.437 0.376 -1.512  1.6012
20 H -0.632 -2.119 -1.389  0.5282
21 N 1.778 -1.141 -0.532  -0.4019
22 C 1.806 -0.502 0.641  -0.5405
23 C 0.543 -0.088 0.895  -0.5660
24 C -0.256 -0.516 -0.119  -0.9209
25 C 0.543 -1.142 -1.018  -0.7030
26 H 2.636 -1.546 -0.877  0.9431
27 H 2.672 -0.459 1.284  0.3455
28 H 0.105 0.390 1.759  -0.2626
29 H -1.331 -0.420 -0.084  1.2923
30 H 0.423 -1.586 -1.995  0.1193
31 N 3.910 -0.903 -1.377  -0.1058
32 C 4.538 -1.315 -0.246  -0.6746
33 C 4.209 -2.621 0.064  -0.4086
34 C 3.412 -2.941 -1.008  -0.2507
35 C 3.155 -1.943 -1.879  -0.2171
36 H 3.862 -0.048 -1.912  0.2294
37 H 5.274 -0.644 0.172  0.4668
38 H 4.452 -3.271 0.891  0.4311
39 H 3.003 -3.911 -1.246  0.4776
40 H 2.625 -1.799 -2.809  0.5211
41 N -0.966 2.184 0.795  0.1056
42 C -1.166 3.273 -0.069  -0.4187
43 C -2.082 2.966 -1.013  -1.2231
44 C -2.545 1.673 -0.598  -1.5249
45 C -1.838 1.233 0.479  -0.2435
46 H -0.207 2.192 1.461  0.3709
47 H -0.566 4.147 0.136  0.3493
48 H -2.530 3.504 -1.835  0.4774
49 H -3.308 0.975 -0.908  1.0597
50 H -1.849 0.362 1.116  0.7191

Computed properties:
**Net charge**: 0


Need the numbers? Relative energies in kcal/mol: a 0.0; b 460.0.


--- a ---
Formula: C10H11NO
Source: OMol25
Level of theory: wB97M-V/def2-TZVPD

Last column: Mulliken charge in e.
Atoms and positions in Å:
1 C 2.465 -1.202 -0.409  -1.2598
2 C 1.532 0.003 -0.262  0.6255
3 C 2.081 1.253 -0.030  -0.5964
4 C 1.262 2.377 0.266  -0.5302
5 C -0.129 2.211 0.299  -0.6066
6 C -0.718 1.006 -0.109  0.3992
7 C 0.091 -0.114 -0.248  0.4978
8 C -0.621 -1.537 -0.135  -0.6065
9 C -1.884 -1.417 0.617  -0.6161
10 N -2.668 -0.365 -0.166  -0.1848
11 C -2.166 0.901 -0.286  0.1373
12 O -2.765 1.931 -0.732  -0.6576
13 H 3.539 -1.027 -0.652  0.3398
14 H 2.175 -1.988 -1.218  0.2759
15 H 2.201 -1.825 0.458  0.2961
16 H 3.169 1.530 -0.171  0.2463
17 H 1.726 3.293 0.548  0.4261
18 H -0.633 3.174 0.660  0.2698
19 H -0.106 -2.271 0.409  0.3754
20 H -0.677 -2.055 -1.209  0.2747
21 H -2.414 -2.388 0.759  0.3819
22 H -1.756 -1.027 1.759  0.2353
23 H -3.703 -0.464 -0.148  0.2769

Computed properties:
**SMILES string**: Cc1cccc2c1CCNC2=O
**Net charge**: 0


--- b ---
Formula: C10H11NO
Source: OMol25
Level of theory: wB97M-V/def2-TZVPD

Last column: Mulliken charge in e.
Atoms and positions in Å:
1 C 1.054 3.384 0.297  -1.2863
2 C 0.380 2.027 0.223  1.1244
3 C -0.986 2.117 0.165  -0.6022
4 C -1.781 0.973 -0.027  -0.6923
5 C -0.963 -0.381 0.123  0.1785
6 C 0.489 -0.249 0.223  0.4164
7 C 1.223 0.930 -0.026  -1.0241
8 C 1.112 -1.355 -0.438  0.6105
9 O 2.328 -1.123 -0.917  -0.7074
10 C 0.402 -2.761 -0.634  -1.0813
11 C -0.714 -2.841 0.190  -0.4173
12 N -1.556 -1.625 0.026  -0.3987
13 H 2.116 3.051 -0.024  0.2912
14 H 0.490 4.250 -0.114  0.3713
15 H 1.335 3.564 1.502  0.2317
16 H -1.496 2.953 0.311  0.5717
17 H -2.935 0.742 -0.427  0.2107
18 H 2.245 1.124 -0.136  0.3224
19 H 1.158 -3.401 -0.537  0.5353
20 H 0.284 -2.973 -1.680  0.3466
21 H -1.372 -3.784 0.086  0.3364
22 H -0.341 -2.927 1.153  0.3499
23 H -2.471 -1.696 0.661  0.3127

Computed properties:
**SMILES string**: Cc1ccc2c(c1)C(=O)CCN2
**Net charge**: 0


Need the numbers? Relative energies in kcal/mol: a 0.0; b 84.0.